30
Properties=species:S:1:pos:R:3 method="wB97M-V/def2-TZVPD" e_tot_ev=-10692.39632 smiles="C/C=C/CC.C/C=C/CC" orbital_gap_ev=9.96 e_above_lowest_kj_mol=210.8 e_lumo_ev=1.06
C -17.00 -4.63 6.32
C -14.80 -5.97 4.62
C -13.11 -6.44 2.67
C -17.16 -7.20 6.79
C -17.71 -5.95 6.51
C -17.96 -8.52 6.98
C -16.93 -3.80 7.60
C -11.48 -8.04 1.79
C -12.74 -7.28 1.50
C -14.23 -6.72 3.42
H -13.61 -7.94 1.28
H -18.80 -5.93 6.37
H -14.85 -6.59 5.53
H -16.43 -2.85 7.33
H -19.02 -8.31 7.17
H -16.28 -4.35 8.31
H -14.81 -7.59 3.08
H -10.73 -7.41 2.30
H -12.35 -5.67 2.86
H -15.82 -5.63 4.36
H -14.19 -5.08 4.85
H -11.60 -8.98 2.36
H -15.98 -4.84 5.94
H -16.07 -7.33 6.81
H -17.88 -3.57 8.09
H -12.59 -6.62 0.63
H -17.57 -4.15 5.51
H -17.88 -9.21 6.12
H -17.53 -9.02 7.86
H -11.10 -8.29 0.78